Computed, not measured: a molecular structure, C38H49BrN4O4RuS3Si in a non-equilibrium geometry, with wB97M-V/def2-TZVPD.

Energy above the lowest of the compared OMol25 structures with the same formula, charge and spin in kcal per mole: 72.00
Lowest unoccupied orbital energy (alpha / beta) in eV: -5.1 / -4.2
<S²>: 0.87

ORCA input file:
```
! wB97M-V def2-TZVPD RIJCOSX def2/J DEFGRID3
* xyz 1 2
Ru 0.0642 -0.0223 -0.0232
S 0.6363 2.6741 0.0050
C -1.0617 2.6846 -0.0046
N -1.7162 1.5656 0.0326
C -3.0833 1.7474 0.0215
C -4.0624 0.7543 0.0513
C -5.3885 1.1329 0.0419
C -5.7589 2.4793 0.0015
C -4.8027 3.4758 -0.0292
C -3.4664 3.1007 -0.0194
S -2.0533 4.1195 -0.0480
H -3.7568 -0.2798 0.0873
H -6.1596 0.3754 0.0692
H -6.8059 2.7481 -0.0034
H -5.0822 4.5198 -0.0589
O -1.8449 -1.4086 0.2536
C -2.0990 -2.5883 0.0142
C -1.1673 -3.6339 -0.2640
C -1.5822 -4.9612 -0.1224
C -0.6690 -5.9800 -0.1962
C 0.6879 -5.7097 -0.4511
C 1.1068 -4.4294 -0.6581
C 0.1960 -3.3264 -0.5978
O 0.6109 -2.1486 -0.8414
N -1.0939 -7.3458 0.0584
O -2.2902 -7.5606 0.1362
O -0.2245 -8.1875 0.1936
H -3.1526 -2.9162 0.0691
H -2.6172 -5.1937 0.0949
H 1.3784 -6.5402 -0.4891
H 2.1433 -4.2010 -0.8684
S -0.3208 0.8106 4.7964
C -0.3236 1.1168 3.1048
N -0.0075 0.1214 2.3479
C 0.2863 -1.0127 3.0890
C 0.6975 -2.2451 2.5828
C 0.9387 -3.2722 3.4685
C 0.7847 -3.0874 4.8470
C 0.4030 -1.8674 5.3668
C 0.1594 -0.8293 4.4741
H -0.5705 2.1036 2.7414
H 0.8226 -2.3642 1.5148
H 1.2604 -4.2385 3.1042
H 0.9668 -3.9155 5.5177
H 0.2947 -1.7118 6.4312
C -0.2798 -1.3915 -5.1551
C 0.0388 0.0685 -4.7988
C 1.4893 0.4304 -5.1589
C -0.9471 1.0208 -5.4931
C -0.1011 0.2266 -3.3579
N -0.2034 0.3856 -2.2296
H -0.1898 -1.5269 -6.2320
H -1.2972 -1.6459 -4.8589
H 0.4055 -2.0767 -4.6567
H 1.6157 0.3868 -6.2398
H 2.1903 -0.2650 -4.6974
H 1.7292 1.4397 -4.8243
H -0.8395 0.9232 -6.5724
H -0.7501 2.0569 -5.2197
H -1.9750 0.7777 -5.2267
C 6.9181 2.0569 -0.6487
C 5.4567 1.8689 -0.2100
C 5.2315 2.6541 1.0908
C 4.5349 2.4975 -1.2664
Si 5.1076 -0.0126 0.0482
Br 2.6454 -0.1027 0.2107
C 5.5467 -0.7520 1.7815
C 5.2888 -2.2660 1.8126
C 4.7049 -0.1416 2.9143
C 7.0321 -0.4925 2.0790
C 5.4416 -1.1555 -1.4765
C 5.1652 -0.4171 -2.7943
C 4.5495 -2.4074 -1.4774
C 6.9147 -1.5960 -1.4647
H 7.1340 3.1233 -0.7397
H 7.1142 1.5949 -1.6168
H 7.6166 1.6335 0.0754
H 5.3726 3.7191 0.8942
H 5.9384 2.3686 1.8693
H 4.2133 2.5176 1.4596
H 4.7441 3.5682 -1.3250
H 3.4852 2.3815 -0.9951
H 4.6880 2.0785 -2.2580
H 4.2575 -2.4933 1.5371
H 5.4509 -2.6361 2.8274
H 5.9648 -2.8099 1.1533
H 3.6465 -0.3622 2.7798
H 4.8252 0.9365 2.9908
H 5.0179 -0.5819 3.8639
H 7.6799 -0.9022 1.3019
H 7.3005 -0.9660 3.0253
H 7.2425 0.5740 2.1684
H 4.1415 -0.0393 -2.8255
H 5.2934 -1.1119 -3.6276
H 5.8555 0.4110 -2.9524
H 3.4928 -2.1388 -1.4835
H 4.7399 -3.0490 -0.6196
H 4.7544 -2.9881 -2.3803
H 7.5935 -0.7410 -1.4692
H 7.1216 -2.1944 -2.3542
H 7.1460 -2.2068 -0.5916
*
```

---

Computed, not measured: a molecular structure, C38H49GaN3P, with wB97M-V/def2-TZVPD.

Energy above the lowest of the compared OMol25 structures with the same formula, charge and spin in kcal per mole: 79.36
Lowest unoccupied orbital energy in eV: -6.6

ORCA input file:
```
! wB97M-V def2-TZVPD RIJCOSX def2/J DEFGRID3
* xyz 2 1
Ga 0.4242 0.2731 0.5344
C 1.2327 4.9183 2.5299
C 1.2498 4.3961 1.0862
C 1.9785 5.3842 0.1787
C 1.8260 2.9931 1.0225
C 2.7629 2.6101 0.0644
C 3.3886 1.3712 0.1046
C 3.1321 0.4410 1.1159
C 4.0817 -0.7014 1.3323
C 2.0681 0.7443 2.0177
C 1.4573 2.0265 1.9615
H 0.9135 5.9607 2.5415
H 2.2318 4.8708 2.9711
H 0.5481 4.3660 3.1769
H 0.2122 4.3239 0.7467
H 3.0285 5.4826 0.4692
H 1.5206 6.3687 0.2702
H 1.9447 5.1099 -0.8778
H 3.0781 3.3176 -0.6909
H 4.1846 1.1618 -0.6015
H 3.9137 -1.5207 0.6439
H 4.0164 -1.0852 2.3502
H 5.1001 -0.3484 1.1647
H 1.8854 0.1196 2.8851
H 0.7736 2.2841 2.7577
C -3.8202 3.1328 0.2763
C -2.6525 2.3854 0.9229
C -1.9897 3.2660 1.9814
P -1.4824 1.5950 -0.2870
C -1.5210 2.2399 -1.9950
C -0.9882 3.6799 -2.0317
C -2.8667 2.1247 -2.7196
C -1.9312 -0.1612 -0.1155
C -3.3681 -0.7137 -0.3238
C -3.2030 -2.8750 -0.8618
C -4.4342 -3.5652 -1.4284
C -2.0382 -3.8080 -0.7838
C -0.7503 -3.4403 -0.8249
C -0.4146 -2.0236 -0.8768
N 0.7215 -1.5100 -0.4920
C 1.8146 -2.4607 -0.3058
C 1.9683 -3.2099 0.8546
C 1.0453 -3.0759 2.0342
C 3.0253 -4.1139 0.9069
C 3.9159 -4.2705 -0.1491
C 5.0436 -5.2692 -0.0791
C 3.7298 -3.4915 -1.2860
C 2.6840 -2.5820 -1.3881
C 2.4863 -1.7646 -2.6416
H -4.4908 3.4470 1.0784
H -4.3992 2.5146 -0.4074
H -3.4999 4.0324 -0.2508
H -3.0284 1.4964 1.4308
H -1.6320 4.2057 1.5582
H -1.1655 2.7559 2.4704
H -2.7268 3.5107 2.7477
H -0.7868 1.6046 -2.4982
H -1.6208 4.3627 -1.4619
H -0.9805 4.0280 -3.0657
H 0.0307 3.7510 -1.6490
H -3.6031 2.8146 -2.3149
H -3.2816 1.1187 -2.7098
H -2.7137 2.3937 -3.7665
H -4.1962 -0.0121 -0.3785
H -5.2593 -2.8601 -1.5502
H -4.7583 -4.3548 -0.7473
H -4.2304 -4.0098 -2.4043
H -2.2673 -4.8604 -0.6258
H 0.0491 -4.1613 -0.7141
H 0.0620 -3.5024 1.8288
H 0.8858 -2.0329 2.3146
H 1.4560 -3.5854 2.9050
H 3.1572 -4.7085 1.8055
H 5.2624 -5.5559 0.9483
H 5.9515 -4.8700 -0.5310
H 4.7787 -6.1758 -0.6275
H 4.4138 -3.5988 -2.1228
H 3.3348 -1.8779 -3.3130
H 2.3696 -0.7014 -2.4165
H 1.5919 -2.0791 -3.1864
N -3.7486 -1.2090 -3.9979
C -3.3692 -1.3570 -2.9212
C -2.8688 -1.5388 -1.5675
C -3.5801 -2.0252 0.4698
C -2.7571 -2.1520 1.7048
C -1.7195 -1.3619 1.9933
N -1.2621 -0.3256 1.1765
C -1.4384 -1.0511 -1.3041
H -4.6271 -2.2020 0.7042
H -3.0412 -2.9041 2.4322
H -1.1982 -1.4643 2.9361
H -1.0197 -0.4550 -2.1139
*
```

---

Computed, not measured: a molecular structure, C38H49MgN3O5PSSb in a non-equilibrium geometry, with wB97M-V/def2-TZVPD.

Energy above the lowest of the compared OMol25 structures with the same formula, charge and spin in kcal per mole: 19.41
Lowest unoccupied orbital energy in eV: -0.1

ORCA input file:
```
! wB97M-V def2-TZVPD RIJCOSX def2/J DEFGRID3
* xyz 0 1
Mg 0.1529 -2.0265 -1.3744
N -1.6928 -1.2295 -0.5511
C -2.5040 -2.4601 -0.4439
C -2.0556 -3.3759 -1.6020
O -2.8628 -3.7686 -2.4314
O -0.7907 -3.6060 -1.5889
H -1.5555 -0.7829 0.3504
H -2.1728 -0.5542 -1.1362
H -3.5781 -2.2819 -0.4844
H -2.2482 -2.9848 0.4774
O 3.2298 -0.0220 -1.7745
S 2.3754 -0.9523 -1.0997
O 1.1073 -0.3624 -0.6077
O 2.0342 -2.1726 -1.8645
C 3.2312 -1.6041 0.3185
C 4.6052 -1.4437 0.4096
C 5.2934 -2.0357 1.4549
C 4.6053 -2.7865 2.3995
C 3.2366 -2.9654 2.2883
C 2.5298 -2.3810 1.2376
P 0.7108 -2.6061 1.1081
C 0.6164 -4.3864 1.5315
C 0.1522 -4.9149 2.7311
C 0.0972 -6.2908 2.9118
C 0.5057 -7.1431 1.8989
C 0.9616 -6.6218 0.6952
C 1.0061 -5.2515 0.5069
C 0.1819 -1.7513 2.6405
C 1.0031 -0.8773 3.3503
C 0.5286 -0.2225 4.4778
C -0.7730 -0.4210 4.9098
C -1.6089 -1.2708 4.1998
C -1.1362 -1.9236 3.0730
H 5.1061 -0.8557 -0.3483
H 6.3665 -1.9205 1.5278
H 5.1416 -3.2306 3.2282
H 2.7004 -3.5526 3.0231
H -0.1627 -4.2588 3.5320
H -0.2567 -6.6935 3.8523
H 0.4663 -8.2145 2.0465
H 1.2765 -7.2887 -0.0966
H 1.3272 -4.8400 -0.4430
H 2.0207 -0.7017 3.0312
H 1.1804 0.4544 5.0151
H -1.1392 0.0875 5.7920
H -2.6325 -1.4201 4.5181
H -1.7938 -2.5937 2.5317
N -2.8224 2.2055 -5.2133
C -2.3318 1.1839 -5.0235
C -1.7241 -0.0877 -4.7866
C -1.8609 -1.1277 -5.7059
C -1.2332 -2.3279 -5.4401
C -0.5251 -2.4643 -4.2576
N -0.4137 -1.4800 -3.3631
C -0.9786 -0.3069 -3.6306
H -2.4469 -0.9798 -6.6024
H -1.3021 -3.1540 -6.1318
H -0.0458 -3.3957 -3.9908
H -0.8217 0.4856 -2.9065
C -0.5802 2.7682 2.6911
C 0.4051 3.1860 1.6034
C 1.7155 2.4305 1.8199
C 0.6227 4.6914 1.6711
Sb -0.4051 2.4079 -0.3397
C 0.7591 3.6089 -1.8494
C 0.2301 5.0288 -2.0161
C 0.6602 2.8631 -3.1794
C 2.2318 3.6204 -1.4478
C -2.5050 3.2817 -0.4105
C -3.3374 2.4739 0.5872
C -2.6730 4.7659 -0.1221
C -2.9862 2.9535 -1.8206
H -0.1480 2.9549 3.6811
H -0.8198 1.7030 2.6256
H -1.5087 3.3354 2.6197
H 2.1165 2.6492 2.8172
H 2.4746 2.6964 1.0843
H 1.5532 1.3528 1.7459
H 1.0621 4.9598 2.6395
H -0.3207 5.2284 1.5697
H 1.2995 5.0449 0.8944
H -0.7442 5.0305 -2.5077
H 0.9163 5.6020 -2.6511
H 0.1438 5.5477 -1.0607
H -0.3697 2.7840 -3.5358
H 1.0999 1.8666 -3.0913
H 1.2277 3.4115 -3.9398
H 2.4026 4.1386 -0.5054
H 2.8142 4.1377 -2.2186
H 2.6141 2.6003 -1.3649
H -3.2175 2.8444 1.6050
H -3.0636 1.4141 0.5848
H -4.4014 2.5445 0.3351
H -2.3009 5.0241 0.8705
H -3.7380 5.0288 -0.1508
H -2.1603 5.3825 -0.8589
H -2.9410 1.8742 -2.0015
H -2.3832 3.4495 -2.5820
H -4.0255 3.2691 -1.9612
*
```

---

Computed, not measured: a molecular structure, C38H50BiN4S, with wB97M-V/def2-TZVPD.

Lowest unoccupied orbital energy in eV: -3.9

ORCA input file:
```
! wB97M-V def2-TZVPD RIJCOSX def2/J DEFGRID3
* xyz 1 1
Bi -0.8410 -0.4004 -0.6758
C 0.9577 -5.1330 3.5279
C -0.0940 -5.0888 2.4171
C -0.5358 -3.6916 2.1466
C -1.5468 -2.9927 2.7540
C -2.4333 -3.4464 3.8597
C -3.8321 -3.8154 3.3593
C -1.5915 -1.6976 2.1253
N -0.6271 -1.6333 1.1673
C 0.0731 -2.8006 1.1957
C 1.2892 -2.9930 0.5625
C 1.9262 -2.0783 -0.2624
C 3.3147 -2.1043 -0.6401
C 4.3623 -2.9090 0.0440
C 4.6735 -2.2709 1.4038
C 3.4954 -1.1114 -1.5671
C 2.2171 -0.4861 -1.7561
C 1.9402 0.5280 -2.6651
C 0.9169 1.4460 -2.5249
N 0.0841 1.4764 -1.4441
C -0.4931 2.7041 -1.3991
C -1.3009 3.1398 -0.3637
C -1.7134 2.3917 0.7267
N -1.6011 1.0390 0.8575
C -2.2399 0.6788 2.0080
C -2.3564 -0.6085 2.5076
C -2.7394 1.8609 2.6651
C -2.3938 2.9270 1.8801
C -2.5465 4.3826 2.1682
C -1.1913 4.9975 2.5351
C -3.3966 1.8583 4.0031
C -2.3734 1.5709 5.1059
C -0.0756 3.4654 -2.5487
C 0.7540 2.6584 -3.2818
C 1.3275 2.8997 -4.6363
C 2.7510 3.4575 -4.6231
C -0.4283 4.8886 -2.7934
C 0.5071 5.8031 -1.9953
N 1.3102 -1.0429 -0.9033
C 4.7760 -0.6361 -2.1700
C 5.1484 -1.3435 -3.4757
H 1.2362 -6.1614 3.7407
H 1.8507 -4.5882 3.2326
H 0.5662 -4.6861 4.4379
H 0.3193 -5.5315 1.5077
H -0.9598 -5.6849 2.7126
H -1.9874 -4.3137 4.3485
H -2.5156 -2.6525 4.6049
H -3.7900 -4.6721 2.6921
H -4.4656 -4.0696 4.2040
H -4.2855 -2.9861 2.8218
H 1.8220 -3.9036 0.7964
H 4.0327 -3.9393 0.1896
H 5.2646 -2.9237 -0.5674
H 3.7808 -2.2362 2.0258
H 5.4417 -2.8396 1.9188
H 5.0326 -1.2527 1.2687
H 2.6583 0.6903 -3.4546
H -1.6164 4.1706 -0.3844
H -3.0332 -0.7456 3.3356
H -2.9587 4.8988 1.2975
H -3.2409 4.5233 2.9978
H -0.4776 4.8692 1.7246
H -1.3018 6.0591 2.7399
H -0.7849 4.5178 3.4225
H -3.8649 2.8259 4.1894
H -4.1831 1.0998 4.0254
H -1.6118 2.3456 5.1296
H -2.8622 1.5445 6.0752
H -1.8801 0.6171 4.9368
H 1.3156 1.9600 -5.1947
H 0.6824 3.6099 -5.1582
H 3.4576 2.7347 -4.2250
H 3.0518 3.7049 -5.6367
H 2.8022 4.3610 -4.0224
H -0.3317 5.1162 -3.8552
H -1.4604 5.0724 -2.4951
H 1.5354 5.6574 -2.3130
H 0.2494 6.8469 -2.1478
H 0.4415 5.5795 -0.9328
H 4.7030 0.4378 -2.3533
H 5.5764 -0.7930 -1.4455
H 4.3763 -1.2066 -4.2289
H 6.0805 -0.9350 -3.8584
H 5.2899 -2.4083 -3.3109
C -4.6358 -2.2698 -3.7379
S -3.2478 -1.4421 -2.9160
C -1.9052 -2.2820 -3.8133
H -4.5120 -3.3430 -3.6282
H -4.6445 -1.9868 -4.7857
H -5.5497 -1.9465 -3.2539
H -1.9617 -2.0212 -4.8668
H -2.0178 -3.3555 -3.6858
H -0.9543 -1.9561 -3.3991
*
```

---

Computed, not measured: a molecular structure, C38H50Br2MnN7OS3SbSi3 in a non-equilibrium geometry, with wB97M-V/def2-TZVPD.

Energy above the lowest of the compared OMol25 structures with the same formula, charge and spin in kcal per mole: 1.59
Lowest unoccupied orbital energy (alpha / beta) in eV: -0.9 / -0.9
<S²>: 0.79

ORCA input file:
```
! wB97M-V def2-TZVPD RIJCOSX def2/J DEFGRID3
* xyz 0 2
Mn 0.4033 1.5397 0.4143
Br 1.7191 5.3368 7.1563
C 1.6198 3.4439 7.1120
C 2.5827 2.6829 7.7498
C 2.4908 1.2997 7.6947
C 1.4833 0.6729 6.9702
C 0.5044 1.4632 6.3602
C 0.5662 2.8398 6.4430
N 1.5042 -0.7547 6.9962
N 0.9186 -1.4825 6.1575
C 0.7650 -1.1712 4.7953
C -0.2844 -1.8404 4.1806
C -0.7183 -1.5756 2.8881
C -0.0975 -0.5712 2.1311
O -0.4507 -0.2018 0.9576
C 1.0705 0.0661 2.7327
N 1.6767 0.9913 1.9301
C 2.8539 1.4555 2.2924
C 3.4991 1.0299 3.4622
C 2.8562 0.1800 4.3164
C 1.5634 -0.2986 3.9910
H 3.3953 3.1599 8.2795
H 3.2181 0.6798 8.2032
H -0.3268 1.0026 5.8460
H -0.1979 3.4453 5.9770
H -0.8046 -2.5735 4.7856
H -1.5501 -2.1131 2.4526
H 3.3267 2.1718 1.6321
H 4.4972 1.3851 3.6766
H 3.3489 -0.1548 5.2171
C -2.7595 1.2644 2.2227
C -1.8223 2.3960 2.4758
N -0.7079 2.6237 1.8378
C -0.1406 3.8240 2.2078
C -0.8071 4.5027 3.1733
S -2.2063 3.6277 3.6139
C 1.0493 4.2342 1.4693
C 1.8104 5.3394 1.6712
S 3.0739 5.3756 0.5271
C 2.5176 3.9122 -0.1611
N 1.4578 3.4249 0.4245
C 3.2484 3.2817 -1.2984
H -2.4224 0.7114 1.3491
H -3.7603 1.6543 2.0366
H -2.8030 0.5928 3.0819
H -0.5716 5.4569 3.6123
H 1.6901 6.1068 2.4159
H 4.1223 3.8721 -1.5682
H 2.5949 3.2056 -2.1663
H 3.5771 2.2754 -1.0319
Br -1.3010 2.1975 -1.2008
N 4.5720 -0.3743 -4.9425
C 4.6977 -0.7366 -3.6466
S 6.0494 -1.4459 -3.0597
C 3.5273 -0.3721 -2.7699
C 2.4663 0.4029 -3.2259
C 1.4847 0.8095 -2.3371
N 1.4776 0.4581 -1.0458
C 2.4310 -0.3983 -0.6446
C 3.4757 -0.8084 -1.4501
H 5.3068 -0.6849 -5.5585
H 3.6623 -0.2559 -5.3544
H 2.3752 0.7277 -4.2523
H 0.6610 1.4345 -2.6575
H 2.3402 -0.7806 0.3629
H 4.2373 -1.4715 -1.0654
C -4.1597 0.7981 -3.5376
Si -2.7616 -0.2241 -4.2375
C -1.4725 0.8780 -5.0378
C -3.4470 -1.3613 -5.5600
Sb -1.6098 -1.3695 -2.2841
Si -0.4630 -3.3355 -3.4487
C -1.5007 -4.3735 -4.6190
C 0.1988 -4.4721 -2.1083
C 0.9761 -2.6557 -4.4551
Si -3.5852 -2.6346 -1.3148
C -2.9582 -4.0783 -0.2865
C -4.8031 -3.3142 -2.5719
C -4.5327 -1.4230 -0.2396
H -4.5651 1.4687 -4.3000
H -3.8063 1.4064 -2.7035
H -4.9721 0.1594 -3.1846
H -1.8413 1.2950 -5.9785
H -0.5584 0.3181 -5.2496
H -1.2243 1.7045 -4.3688
H -4.0349 -0.7780 -6.2751
H -4.0926 -2.1342 -5.1442
H -2.6457 -1.8511 -6.1141
H -2.4141 -4.7304 -4.1431
H -0.9317 -5.2493 -4.9449
H -1.7832 -3.8107 -5.5080
H -0.5468 -5.2183 -1.8302
H 0.4685 -3.9160 -1.2085
H 1.0908 -5.0003 -2.4548
H 0.6866 -1.7558 -5.0020
H 1.3191 -3.3994 -5.1788
H 1.8170 -2.3999 -3.8087
H -3.0346 -5.0084 -0.8534
H -3.5506 -4.1934 0.6245
H -1.9156 -3.9519 0.0075
H -4.3154 -3.9323 -3.3256
H -5.3317 -2.5102 -3.0874
H -5.5502 -3.9309 -2.0638
H -4.0536 -1.2983 0.7338
H -5.5553 -1.7711 -0.0736
H -4.5774 -0.4390 -0.7107
*
```

---

The evaluated E for the records listed, in turn: -167353.20117, -106321.47084, -87019.44540, -62849.22843, -286782.01768 eV.